Version a
{"formula": "C30H50BrMnN3P2S", "method": "ωB97M-V/def2-TZVPD", "elements": ["C", "C", "C", "C", "N", "C", "C", "C", "C", "C", "C", "C", "C", "C", "Mn", "P", "H", "H", "H", "H", "H", "H", "H", "H", "C", "C", "H", "H", "H", "H", "H", "C", "C", "H", "H", "H", "H", "H", "C", "C", "H", "H", "H", "H", "H", "Br", "P", "C", "C", "H", "H", "H", "H", "H", "C", "C", "H", "H", "H", "H", "H", "C", "C", "H", "H", "H", "H", "H", "C", "N", "C", "C", "S", "N", "C", "C", "H", "H", "H", "H", "H", "H", "H", "H", "H", "H", "H", "H"], "xyz": [[0.889, -2.870, -4.030], [1.643, -2.666, -2.859], [3.023, -2.438, -3.067], [3.583, -2.438, -4.364], [2.832, -2.661, -5.460], [1.509, -2.865, -5.310], [1.007, -2.532, -1.536], [0.855, -2.815, -0.347], [0.301, -3.009, 0.974], [0.018, -1.950, 1.906], [-0.456, -2.330, 3.194], [-0.792, -3.660, 3.480], [-0.261, -4.717, 2.721], [0.245, -4.315, 1.489], [-1.888, -0.958, 2.532], [0.173, 1.189, -1.487], [3.648, -2.130, -2.228], [-0.197, -2.886, -3.977], [4.665, -2.240, -4.526], [0.916, -3.009, -6.240], [0.753, -5.039, 0.890], [0.552, -1.011, 1.675], [-0.211, -5.783, 2.953], [-0.597, -1.620, 4.028], [-0.258, 2.974, -1.242], [0.455, 3.945, -2.169], [-0.010, 3.173, -0.183], [-1.356, 3.031, -1.331], [0.150, 4.957, -1.870], [1.550, 3.874, -2.091], [0.166, 3.799, -3.219], [1.965, 1.120, -1.908], [2.311, 1.308, -3.381], [2.288, 0.122, -1.558], [2.465, 1.875, -1.280], [3.409, 1.310, -3.461], [1.921, 0.485, -4.002], [1.937, 2.267, -3.774], [-0.667, 0.577, -2.993], [-0.904, 1.616, -4.084], [-1.624, 0.147, -2.653], [-0.052, -0.260, -3.361], [-1.516, 1.140, -4.867], [-1.439, 2.506, -3.714], [0.042, 1.940, -4.547], [-2.054, -4.005, 4.904], [1.714, 1.000, 1.848], [2.776, 2.360, 1.227], [3.380, 3.289, 2.257], [2.098, 2.921, 0.551], [3.552, 1.841, 0.636], [3.877, 4.061, 1.667], [2.627, 3.782, 2.881], [4.143, 2.805, 2.875], [0.962, 1.589, 3.461], [1.665, 1.335, 4.781], [-0.042, 1.126, 3.471], [0.818, 2.670, 3.314], [0.987, 1.659, 5.576], [1.887, 0.281, 4.977], [2.574, 1.933, 4.907], [2.852, -0.417, 2.287], [4.214, -0.083, 2.857], [2.963, -0.969, 1.334], [2.273, -1.064, 2.965], [4.721, -1.038, 3.012], [4.833, 0.495, 2.164], [4.177, 0.415, 3.832], [-3.676, -1.841, 2.157], [-4.518, -1.041, 1.238], [-5.597, -1.767, 0.592], [-4.175, 0.192, 0.844], [-2.997, 1.038, 1.789], [-4.756, 0.680, -0.320], [-6.034, 1.402, -0.155], [-3.879, 1.163, -1.406], [-4.201, -2.647, 2.658], [-3.449, -1.161, 3.069], [-2.811, -2.351, 1.601], [-6.519, -1.440, 1.088], [-5.668, -1.545, -0.487], [-5.395, -2.825, 0.789], [-5.907, 2.477, -0.401], [-6.733, 0.907, -0.858], [-6.377, 1.303, 0.892], [-3.227, 2.008, -1.112], [-3.265, 0.308, -1.734], [-4.542, 1.474, -2.221]], "lowdin_charge": [-0.037, -0.244, -0.031, -0.115, 0.062, -0.110, 0.055, 0.057, -0.201, -0.141, -0.272, -0.626, -0.053, -0.009, 0.339, 1.102, 0.110, 0.109, 0.125, 0.123, 0.125, 0.015, 0.134, 0.113, -0.381, -0.125, 0.067, 0.065, 0.096, 0.078, 0.063, -0.389, -0.122, 0.063, 0.050, 0.097, 0.074, 0.064, -0.380, -0.119, 0.048, 0.063, 0.097, 0.074, 0.067, 0.786, 0.994, -0.430, -0.129, 0.049, 0.083, 0.084, 0.074, 0.075, -0.389, -0.135, 0.032, 0.078, 0.084, 0.073, 0.076, -0.399, -0.134, 0.078, 0.070, 0.085, 0.075, 0.070, -0.152, -0.157, 0.000, -0.679, 0.723, -0.254, -0.033, -0.049, 0.110, 0.062, 0.127, 0.112, 0.110, 0.101, 0.105, 0.101, 0.104, 0.066, 0.072, 0.107], "multiplicity": 6, "total_charge": 2, "homo_lumo_gap_ev": [8.079, 4.264], "homo_ev": [-13.48, -12.38]}



Version b
{"formula": "C30H50BrMnN3P2S", "method": "ωB97M-V/def2-TZVPD", "elements": ["C", "C", "C", "C", "N", "C", "C", "C", "C", "C", "C", "C", "C", "C", "Mn", "P", "H", "H", "H", "H", "H", "H", "H", "H", "C", "C", "H", "H", "H", "H", "H", "C", "C", "H", "H", "H", "H", "H", "C", "C", "H", "H", "H", "H", "H", "Br", "P", "C", "C", "H", "H", "H", "H", "H", "C", "C", "H", "H", "H", "H", "H", "C", "C", "H", "H", "H", "H", "H", "C", "C", "N", "C", "S", "N", "C", "C", "H", "H", "H", "H", "H", "H", "H", "H", "H", "H", "H", "H"], "xyz": [[-6.666, -2.749, -2.937], [-5.436, -2.198, -3.381], [-5.445, -1.721, -4.730], [-6.622, -1.809, -5.513], [-7.760, -2.326, -5.041], [-7.788, -2.798, -3.792], [-4.279, -2.179, -2.477], [-3.307, -2.221, -1.717], [-1.942, -1.969, -1.468], [-1.814, -0.502, -1.313], [-0.450, -0.044, -1.490], [0.623, -0.978, -1.289], [0.425, -2.344, -1.667], [-0.858, -2.823, -1.790], [-1.459, -1.346, 0.548], [-0.136, 1.946, 1.283], [-4.558, -1.295, -5.210], [-6.760, -3.161, -1.930], [-6.641, -1.451, -6.553], [-8.736, -3.231, -3.449], [-1.060, -3.794, -2.220], [-2.680, 0.089, -0.881], [1.292, -2.948, -1.934], [-0.366, 0.953, -1.962], [1.438, 2.452, 2.130], [1.912, 3.893, 1.942], [2.204, 1.754, 1.754], [1.296, 2.234, 3.202], [2.814, 4.053, 2.545], [2.190, 4.099, 0.898], [1.178, 4.639, 2.277], [-0.330, 3.261, -0.003], [-1.745, 3.406, -0.564], [0.341, 2.929, -0.815], [0.063, 4.220, 0.364], [-1.679, 3.815, -1.582], [-2.217, 2.414, -0.614], [-2.384, 4.105, 0.000], [-1.303, 2.553, 2.589], [-1.259, 4.052, 2.885], [-1.005, 1.980, 3.485], [-2.315, 2.233, 2.290], [-2.156, 4.320, 3.454], [-0.401, 4.320, 3.512], [-1.251, 4.683, 1.986], [1.853, -0.646, 0.058], [2.748, 0.395, -3.378], [2.184, 1.627, -2.155], [2.848, 2.987, -2.378], [2.434, 1.204, -1.162], [1.091, 1.690, -2.205], [2.228, 3.778, -1.935], [3.835, 2.976, -1.893], [2.950, 3.162, -3.460], [3.645, -1.073, -2.707], [4.733, -1.582, -3.671], [2.919, -1.858, -2.453], [4.084, -0.736, -1.756], [5.404, -2.260, -3.122], [4.279, -2.128, -4.512], [5.306, -0.720, -4.047], [1.242, -0.257, -4.163], [1.194, 0.094, -5.657], [0.336, 0.169, -3.706], [1.256, -1.350, -4.039], [0.354, -0.420, -6.137], [1.046, 1.171, -5.774], [2.126, -0.202, -6.148], [0.025, -1.555, 7.679], [0.444, -2.042, 6.311], [0.154, -1.016, 5.270], [0.259, -1.441, 3.957], [-1.166, -1.508, 2.998], [1.461, -1.879, 3.558], [2.728, -1.473, 4.239], [3.619, -2.679, 4.544], [0.474, -0.591, 7.914], [0.364, -2.286, 8.415], [-1.062, -1.477, 7.739], [1.521, -2.230, 6.262], [-0.052, -3.009, 6.095], [-0.745, -0.553, 5.434], [1.563, -2.091, 2.563], [3.283, -0.794, 3.569], [2.461, -0.945, 5.164], [4.140, -3.019, 3.637], [4.399, -2.404, 5.268], [3.071, -3.538, 4.962]], "lowdin_charge": [-0.012, -0.203, -0.004, -0.114, 0.069, -0.111, 0.115, 0.010, -0.366, -0.128, -0.139, -0.679, -0.096, 0.004, 0.841, 0.919, 0.111, 0.115, 0.120, 0.120, 0.148, 0.153, 0.126, 0.105, -0.408, -0.141, 0.031, 0.080, 0.087, 0.071, 0.060, -0.423, -0.131, 0.035, 0.071, 0.084, 0.043, 0.084, -0.421, -0.139, 0.062, 0.072, 0.084, 0.072, 0.064, 0.951, 1.025, -0.490, -0.144, -0.026, 0.021, 0.063, 0.083, 0.069, -0.457, -0.145, 0.024, 0.051, 0.078, 0.077, 0.071, -0.437, -0.152, 0.054, 0.072, 0.074, 0.075, 0.071, -0.067, -0.231, -0.010, -0.750, 0.648, 0.044, -0.206, -0.076, 0.087, 0.093, 0.086, 0.093, 0.137, 0.122, 0.089, 0.124, 0.109, 0.081, 0.092, 0.084], "multiplicity": 6, "total_charge": 2, "homo_lumo_gap_ev": [5.075, 4.573], "homo_ev": [-12.45, -12.43]}



The structure with the most favorable energy is version b; the runner-up is 0.0057 hartree above it.



Version a
{"formula": "BH28O12", "method": "ωB97M-V/def2-TZVPD", "elements": ["B", "H", "H", "H", "H", "O", "H", "H", "O", "H", "H", "O", "H", "H", "O", "H", "H", "O", "H", "H", "O", "H", "H", "O", "H", "H", "O", "H", "H", "O", "H", "H", "O", "H", "H", "O", "H", "H", "O", "H", "H"], "xyz": [[0.188, -0.043, 0.081], [-0.496, 0.015, -1.032], [-0.001, 1.066, 0.787], [0.050, -1.197, 0.738], [1.254, 0.001, -0.387], [-1.445, 2.532, 3.388], [-1.491, 2.061, 2.504], [-0.829, 3.325, 3.270], [3.692, -1.314, -0.618], [2.914, -1.805, -0.604], [3.596, -0.544, -0.974], [-1.913, -1.922, 3.666], [-2.254, -1.144, 4.170], [-1.720, -1.827, 2.640], [-2.888, 1.439, 0.932], [-3.499, 0.617, 1.345], [-1.956, 1.270, 0.589], [2.120, -0.720, 3.009], [1.751, -1.626, 3.299], [1.708, -0.773, 2.125], [1.547, 3.187, -0.693], [1.230, 4.014, -0.380], [0.927, 2.464, -0.345], [-1.420, -2.916, -1.214], [-2.076, -2.364, -1.818], [-0.845, -2.097, -0.805], [-2.281, 2.794, -2.105], [-1.440, 2.610, -2.414], [-2.454, 2.115, -1.490], [-2.596, -2.576, 1.185], [-2.121, -2.492, 0.314], [-2.242, -3.438, 1.588], [2.989, 0.586, -3.275], [2.072, 0.609, -3.167], [3.187, 1.358, -2.950], [0.624, 1.602, -3.043], [0.973, 2.141, -2.367], [0.212, 0.819, -2.787], [1.899, -2.933, -0.903], [1.254, -2.502, -0.415], [1.797, -2.377, -1.828]], "nbo_charge": [-0.729, -0.086, -0.065, -0.071, -0.027, -0.965, 0.496, 0.463, -0.962, 0.461, 0.451, -1.029, 0.482, 0.520, -1.030, 0.512, 0.518, -0.935, 0.457, 0.480, -0.978, 0.475, 0.509, -0.977, 0.479, 0.515, -0.943, 0.469, 0.472, -0.979, 0.493, 0.477, -0.937, 0.468, 0.445, -0.973, 0.501, 0.490, -0.903, 0.475, 0.480], "total_charge": -1, "homo_lumo_gap_ev": 9.905, "homo_ev": -7.48}



Version b
{"formula": "BH28O12", "method": "ωB97M-V/def2-TZVPD", "elements": ["B", "H", "H", "H", "H", "O", "H", "H", "O", "H", "H", "O", "H", "H", "O", "H", "H", "O", "H", "H", "O", "H", "H", "O", "H", "H", "O", "H", "H", "O", "H", "H", "O", "H", "H", "O", "H", "H", "O", "H", "H"], "xyz": [[-0.056, -0.458, 0.148], [0.314, -0.166, -0.909], [-0.895, -1.420, -0.037], [0.809, -0.848, 0.939], [-0.725, 0.514, 0.501], [2.610, -2.549, -1.136], [2.175, -3.057, -1.634], [1.898, -2.194, -0.430], [-1.559, -4.401, -0.388], [-1.590, -3.569, -0.933], [-1.183, -5.256, -0.862], [0.011, -3.339, 2.764], [0.581, -3.836, 2.127], [-0.419, -2.874, 1.983], [0.604, 3.205, 0.807], [-0.232, 2.751, 0.458], [1.093, 2.510, 1.379], [-2.035, -0.236, -3.250], [-2.680, 0.045, -3.810], [-1.579, 0.454, -2.928], [3.777, 0.112, -0.656], [3.143, 0.643, -0.874], [3.466, -0.835, -0.715], [-3.483, 0.012, 0.359], [-2.884, -0.531, -0.134], [-2.961, 0.809, 0.416], [-0.629, -0.311, 3.122], [-0.544, -0.158, 2.193], [0.353, -0.244, 3.566], [1.849, 1.747, 2.067], [2.041, 1.176, 2.716], [1.727, 1.268, 1.348], [2.270, 2.429, -1.543], [1.580, 1.908, -1.844], [1.842, 3.046, -0.973], [-2.224, 2.614, 0.327], [-2.105, 3.418, -0.160], [-2.646, 3.074, 1.222], [-0.493, 1.713, -2.075], [-0.333, 0.866, -1.863], [-0.891, 1.968, -1.288]], "nbo_charge": [-0.769, -0.075, -0.055, -0.044, -0.043, -0.948, 0.447, 0.508, -0.980, 0.504, 0.476, -0.938, 0.449, 0.489, -1.036, 0.465, 0.467, -0.940, 0.456, 0.469, -0.963, 0.465, 0.485, -0.961, 0.478, 0.477, -0.958, 0.503, 0.447, -0.877, 0.484, 0.493, -0.971, 0.474, 0.491, -0.956, 0.478, 0.499, -0.943, 0.481, 0.472], "total_charge": -1, "homo_lumo_gap_ev": 9.415, "homo_ev": -6.94}



The structure with the most favorable energy is version a; the runner-up is 0.0351 hartree above it.



Version a
{"formula": "C3H6ClNO", "method": "ωB97M-V/def2-TZVPD", "elements": ["C", "C", "C", "N", "O", "Cl", "H", "H", "H", "H", "H", "H"], "xyz": [[0.408, 0.514, -0.525], [0.760, -0.346, 0.596], [-1.015, 0.795, -1.051], [-0.230, -1.013, 1.287], [0.866, 0.956, 0.737], [2.559, -1.152, 0.406], [1.153, 0.592, -1.318], [-1.837, 0.386, -0.369], [-1.065, 0.044, -1.818], [-1.152, 1.719, -1.457], [-0.385, -0.498, 2.196], [-0.060, -1.999, 1.317]], "nbo_charge": [0.037, 0.486, -0.642, -0.847, -0.461, -0.232, 0.189, 0.230, 0.223, 0.221, 0.396, 0.400], "total_charge": 0, "homo_lumo_gap_ev": 10.772, "smiles": "C[C@H]1O[C@]1(N)Cl", "homo_ev": -9.89}



Version b
{"formula": "C3H6ClNO", "method": "ωB97M-V/def2-TZVPD", "elements": ["C", "C", "C", "N", "O", "Cl", "H", "H", "H", "H", "H", "H"], "xyz": [[0.362, -2.262, -0.075], [0.128, 1.112, -0.708], [-0.468, 1.512, 0.523], [-0.221, -1.146, 0.160], [-1.082, -0.706, 0.888], [0.520, 1.775, 1.910], [1.192, -2.155, -0.779], [0.222, -3.115, 0.593], [0.441, 0.130, -0.542], [1.052, 1.680, -1.008], [-0.650, 1.127, -1.503], [-1.495, 2.048, 0.540]], "nbo_charge": [-0.260, -0.717, -0.056, 0.014, -0.343, 0.020, 0.194, 0.185, 0.254, 0.250, 0.236, 0.223], "total_charge": 0, "homo_lumo_gap_ev": [8.812, 7.761], "homo_ev": [-8.59, -7.98]}



The structure with the most favorable energy is version a; the runner-up is 0.1352 hartree above it.